Entry 1:
A structure of composition C29H37GeO5RuS2. Source: the OMol25 dataset; level of theory: wB97M-V/def2-TZVPD.

The geometry in XYZ format:
```
75
Properties=species:S:1:pos:R:3:forces:R:3
Ru -0.240 0.648 0.224 -0.391 -0.287 -0.162
C -3.045 6.937 1.535 0.002 -0.004 -0.013
O -4.106 6.012 1.403 0.003 -0.009 0.004
C -3.779 4.701 1.271 0.003 0.055 0.004
C -4.885 3.826 1.152 0.037 -0.050 -0.006
C -4.641 2.493 1.024 -0.043 0.015 0.000
C -3.337 1.935 1.002 0.008 -0.014 -0.032
C -3.193 0.507 0.956 0.012 0.040 0.162
C -4.423 -0.374 0.895 -0.032 -0.003 0.059
O -2.109 -0.108 0.998 0.098 0.115 -0.236
C -2.213 2.830 1.101 0.039 -0.045 -0.006
O -0.988 2.483 1.073 -0.019 0.179 0.105
C -2.497 4.226 1.246 -0.023 -0.002 0.000
H -3.507 7.915 1.639 0.000 0.000 0.008
H -2.403 6.931 0.650 0.000 -0.004 0.001
H -2.439 6.720 2.418 -0.002 0.009 0.003
H -5.886 4.232 1.176 -0.004 -0.001 -0.008
H -5.490 1.829 0.946 -0.007 0.011 0.002
H -5.066 -0.102 0.058 0.019 -0.024 -0.022
H -5.015 -0.288 1.808 0.010 0.017 0.000
H -4.093 -1.403 0.781 -0.002 -0.002 -0.003
H -1.636 4.873 1.335 -0.001 -0.001 0.003
O 1.877 0.446 -0.450 0.126 -0.015 0.030
S 3.158 1.143 -0.812 0.147 0.021 -0.019
C 4.203 1.140 0.694 -0.014 0.062 -0.027
C 3.422 0.860 1.971 0.033 0.035 0.037
C 3.247 -0.636 2.225 0.043 -0.031 0.030
C 2.554 -0.939 3.550 -0.031 -0.071 -0.028
S 0.741 -0.965 3.389 0.096 -0.038 0.043
O 0.424 0.110 2.406 -0.061 0.044 -0.001
C 0.622 -2.555 2.568 -0.020 0.012 0.000
C 0.734 -3.696 3.354 -0.006 -0.011 0.014
C 0.638 -4.942 2.760 0.001 -0.019 -0.017
C 0.416 -5.043 1.391 0.006 0.012 0.010
C 0.284 -3.898 0.621 -0.006 0.014 -0.009
C 0.383 -2.643 1.209 0.016 -0.016 -0.015
C 2.874 2.906 -0.916 -0.103 0.015 0.086
C 1.657 3.455 -0.551 0.124 -0.156 -0.142
C 1.486 4.828 -0.674 -0.016 0.006 0.019
C 2.515 5.622 -1.156 -0.011 0.017 0.006
C 3.725 5.051 -1.534 0.023 -0.017 -0.009
C 3.909 3.683 -1.423 -0.015 0.048 0.005
H 4.679 2.120 0.712 0.027 -0.024 0.005
H 4.976 0.389 0.523 -0.030 -0.040 -0.001
H 2.456 1.366 1.949 -0.019 -0.033 -0.004
H 3.988 1.291 2.803 -0.015 0.017 -0.005
H 4.236 -1.102 2.248 -0.005 -0.006 -0.007
H 2.699 -1.101 1.402 0.002 0.042 -0.010
H 2.780 -0.190 4.311 -0.029 0.041 -0.024
H 2.828 -1.917 3.949 0.002 0.007 0.013
H 0.885 -3.615 4.425 -0.001 0.024 -0.003
H 0.726 -5.835 3.364 0.000 0.001 0.001
H 0.336 -6.018 0.928 -0.002 -0.002 0.002
H 0.100 -3.972 -0.443 0.004 -0.004 -0.002
H 0.261 -1.742 0.613 0.001 0.006 -0.006
H 0.849 2.806 -0.231 -0.042 0.187 0.143
H 0.536 5.265 -0.394 0.000 0.003 -0.006
H 2.374 6.691 -1.253 -0.005 -0.001 0.001
H 4.520 5.670 -1.928 -0.001 0.003 0.004
H 4.842 3.229 -1.739 -0.002 -0.014 0.002
C 1.318 1.562 -3.855 -0.010 -0.054 -0.071
Ge -0.022 0.328 -3.108 -0.021 0.137 0.193
C 0.776 -1.450 -2.893 -0.022 -0.021 0.023
C -1.504 0.179 -4.387 0.049 0.012 -0.065
C -0.769 1.069 -1.449 0.147 -0.186 -0.115
H 1.590 1.263 -4.870 0.014 0.007 0.008
H 2.225 1.573 -3.249 -0.016 -0.015 -0.096
H 0.926 2.579 -3.888 -0.018 -0.003 0.006
H 1.148 -1.827 -3.848 0.000 0.009 0.003
H 0.030 -2.152 -2.516 -0.032 0.020 -0.021
H 1.597 -1.416 -2.180 0.050 0.011 0.016
H -1.134 -0.093 -5.377 -0.019 -0.006 -0.003
H -2.033 1.130 -4.468 0.000 0.000 -0.004
H -2.216 -0.581 -4.064 0.001 0.001 0.018
H -1.596 1.773 -1.656 -0.043 -0.026 0.127
```
Positions in Å, forces in eV/Å.

Properties
ΔE to the lowest compared entry with this formula, charge and spin: 3.3 kcal per mole
charge: 0
orbital gap (alpha / beta): 6.465 / 6.662 eV
highest occupied orbital energy (alpha / beta): -0.224 / -0.231 hartree
2S+1: 2
maximum force: 0.0100 Eh/bohr

=====

Entry 2:
A cluster of 2 separate species, C29H37N2O5P in total at a distorted geometry. Source: the OMol25 dataset; level of theory: wB97M-V/def2-TZVPD.

The geometry in XYZ format:
```
74
Properties=species:S:1:pos:R:3:forces:R:3
C 3.743 0.975 2.389 -0.005 0.019 0.139
C 2.297 0.554 2.533 -0.235 -1.010 0.199
O 2.265 -0.733 3.200 0.929 1.085 -0.877
P 1.244 -1.877 2.719 -1.760 -0.267 1.534
C 0.019 -1.897 3.956 -0.552 -0.123 -0.499
C -1.370 -1.784 3.715 1.662 -0.565 0.255
O -2.301 -2.307 4.321 -0.399 0.590 -0.343
O -1.560 -0.962 2.599 -0.960 -0.044 -0.765
C -2.580 -1.416 1.709 -0.165 0.419 0.697
C -2.233 -2.662 0.933 0.088 -0.261 -0.058
O 0.829 -1.804 1.295 0.624 0.169 -0.151
O 2.177 -3.140 3.090 0.552 -0.401 -0.522
C 1.942 -4.441 2.501 -0.194 0.573 0.082
C 3.100 -5.350 2.852 0.052 0.148 -0.019
H 3.800 1.836 1.720 0.124 0.099 0.020
H 4.157 1.249 3.365 0.032 -0.063 -0.207
H 4.335 0.155 1.970 -0.133 0.160 0.040
H 1.727 1.267 3.145 0.059 -0.091 -0.080
H 1.811 0.464 1.549 0.098 -0.042 0.215
H 0.294 -2.288 4.919 0.216 -0.298 0.145
H -3.483 -1.590 2.305 -0.097 0.066 -0.184
H -2.747 -0.578 1.028 -0.083 0.086 -0.115
H -2.990 -2.805 0.160 -0.040 -0.054 -0.093
H -1.244 -2.580 0.472 -0.102 -0.056 0.152
H -2.266 -3.538 1.589 0.177 0.129 -0.086
H 1.001 -4.852 2.897 0.142 0.197 -0.141
H 1.863 -4.322 1.410 -0.122 -0.052 0.286
H 2.893 -6.356 2.484 -0.006 -0.037 0.013
H 4.020 -4.998 2.378 -0.052 -0.009 0.136
H 3.245 -5.396 3.934 0.001 0.018 -0.118
C -2.345 2.756 1.745 0.309 0.220 0.471
C -2.469 2.229 0.380 -1.223 -0.405 -0.634
N -3.683 1.962 -0.169 1.074 0.379 0.872
C -4.956 2.204 0.490 -0.158 -0.004 0.284
C -3.530 1.463 -1.465 0.573 -0.062 -0.467
C -2.148 1.469 -1.771 -0.690 -0.299 0.066
C -1.772 1.135 -3.068 -0.061 -0.165 -0.194
C -2.744 0.688 -3.975 -0.104 0.204 0.236
C -4.104 0.624 -3.621 0.309 0.109 0.355
C -4.514 1.041 -2.348 0.231 -0.014 -0.166
C -1.448 1.907 -0.556 0.678 -0.243 -0.174
C -0.076 2.068 -0.324 -0.761 0.913 -0.433
C 0.964 1.661 -1.194 0.777 -0.257 -0.258
C 2.051 2.443 -1.670 -0.268 -1.166 0.089
C 2.393 3.847 -1.383 -0.050 0.511 0.277
N 2.763 1.712 -2.569 -0.096 0.272 0.280
C 3.897 2.213 -3.328 0.061 0.189 0.015
C 2.220 0.431 -2.690 -0.747 0.093 0.281
C 1.110 0.357 -1.816 0.300 0.150 -0.810
C 0.385 -0.825 -1.734 0.041 -0.371 -0.104
C 0.700 -1.869 -2.612 0.064 0.343 0.212
C 1.764 -1.753 -3.527 0.073 0.417 0.175
C 2.556 -0.597 -3.559 -0.117 -0.335 0.035
H -1.282 2.880 1.969 -0.260 -0.035 0.199
H -2.833 3.739 1.842 0.037 -0.337 -0.044
H -2.774 2.065 2.489 0.166 0.163 -0.249
H -5.760 1.873 -0.172 0.183 0.109 0.254
H -5.012 1.650 1.436 0.027 0.049 -0.302
H -5.086 3.273 0.712 0.070 -0.286 -0.170
H -0.730 1.228 -3.357 -0.196 -0.237 -0.084
H -2.438 0.384 -4.977 -0.079 0.123 0.293
H -4.839 0.256 -4.339 0.243 0.139 0.243
H -5.554 1.031 -2.031 0.131 -0.066 -0.297
H 0.207 2.706 0.516 -0.097 -0.137 -0.048
H 1.689 4.217 -0.633 0.208 0.135 -0.137
H 3.414 3.946 -0.980 -0.295 -0.059 -0.177
H 2.309 4.484 -2.280 0.041 -0.199 0.305
H 4.253 1.419 -3.990 -0.055 0.277 0.166
H 3.606 3.087 -3.928 0.045 -0.287 0.077
H 4.714 2.520 -2.661 -0.203 -0.183 -0.147
H -0.376 -0.909 -0.965 -0.038 -0.216 -0.226
H 0.109 -2.784 -2.583 0.216 0.226 0.035
H 1.978 -2.577 -4.210 -0.018 0.254 0.219
H 3.403 -0.476 -4.231 -0.191 -0.294 0.027
```
Positions in Å, forces in eV/Å.

Properties
ΔE to the lowest compared entry with this formula, charge and spin: 0.0 kcal per mole
charge: 0
orbital gap: 3.387 eV
highest occupied orbital energy: -0.199 hartree
maximum force: 0.0457 Eh/bohr

=====

Entry 3:
The molecule C29H37N3O5 at a distorted geometry. Source: the OMol25 dataset; level of theory: wB97M-V/def2-TZVPD.

The geometry in XYZ format:
```
74
Properties=species:S:1:pos:R:3:forces:R:3
C 9.503 -0.446 0.065 -0.377 0.232 -0.118
C 8.430 0.469 -0.503 0.246 0.014 -0.077
O 7.195 0.138 0.088 0.003 -0.183 0.148
C 6.125 0.927 -0.373 -0.246 0.247 0.051
C 4.844 0.480 0.320 0.466 -0.253 -0.384
C 4.467 -0.952 -0.065 0.056 0.401 0.170
N 3.290 -1.387 0.679 -0.087 -0.128 -0.044
C 3.678 -2.146 1.850 -0.064 0.022 -0.085
C 2.269 -2.005 -0.165 -0.208 0.251 0.084
C 1.174 -2.696 0.652 0.083 -0.052 -0.286
C 0.042 -3.186 -0.250 -0.058 -0.228 0.421
N -0.510 -2.104 -1.038 -0.101 -0.218 -0.057
C -1.657 -1.523 -0.624 0.103 -0.240 -0.179
O -2.243 -1.893 0.396 -0.065 0.082 0.083
C -2.265 -0.457 -1.427 -0.874 0.756 0.552
O -2.003 -0.252 -2.756 0.083 -0.211 -0.274
C -2.810 0.755 -3.160 -0.620 0.552 0.443
C -2.891 1.284 -4.439 0.182 -0.195 0.016
C -3.797 2.305 -4.640 0.095 -0.077 -0.014
C -4.597 2.782 -3.599 -0.118 0.067 0.031
C -4.518 2.259 -2.328 -0.045 0.050 -0.044
C -3.606 1.228 -2.096 0.281 -0.149 -0.476
C -3.240 0.410 -0.978 0.824 -0.411 -0.285
N -3.687 0.404 0.330 -0.079 -0.577 0.196
C -4.128 1.458 1.058 -0.002 -0.211 0.239
O -4.449 2.541 0.619 -0.010 0.165 0.035
C -4.204 1.159 2.560 -0.175 0.375 0.063
O -3.409 0.092 3.007 0.097 -0.247 -0.071
C -2.045 0.200 2.931 0.311 -0.011 0.167
C -1.327 -0.825 3.544 -0.168 0.056 -0.030
C 0.051 -0.818 3.499 -0.118 0.044 0.096
C 0.731 0.192 2.835 -0.004 0.124 -0.020
C 0.025 1.215 2.221 0.150 -0.144 0.043
C 0.743 2.318 1.502 -0.033 0.053 0.066
C -1.365 1.222 2.284 -0.321 -0.016 0.043
C 0.485 -1.484 -1.880 0.316 0.520 -0.201
C 1.601 -0.908 -1.007 0.048 -0.423 -0.186
H 10.467 -0.205 -0.373 0.124 -0.006 -0.024
H 9.557 -0.325 1.143 0.060 0.001 0.113
H 9.258 -1.482 -0.154 0.025 -0.121 -0.025
H 8.365 0.352 -1.597 -0.001 0.049 0.119
H 8.675 1.523 -0.293 -0.045 -0.106 -0.054
H 6.323 1.990 -0.156 -0.010 -0.110 -0.073
H 6.024 0.822 -1.466 0.012 0.032 0.072
H 4.994 0.535 1.398 -0.050 0.069 0.101
H 4.033 1.157 0.049 -0.065 0.026 0.027
H 5.326 -1.605 0.136 -0.079 -0.059 -0.087
H 4.276 -0.991 -1.139 -0.001 -0.048 -0.001
H 2.841 -2.233 2.538 -0.008 -0.068 0.110
H 4.050 -3.154 1.607 0.031 -0.030 0.036
H 4.474 -1.604 2.356 0.049 -0.022 0.087
H 2.720 -2.757 -0.845 -0.025 0.036 0.030
H 1.574 -3.555 1.189 0.007 -0.017 0.093
H 0.764 -1.986 1.372 0.011 -0.034 0.030
H -0.762 -3.603 0.357 0.138 -0.035 -0.122
H 0.411 -3.951 -0.942 -0.032 0.012 0.019
H -2.270 0.904 -5.234 0.061 -0.034 -0.105
H -3.891 2.743 -5.622 0.009 0.025 -0.087
H -5.294 3.582 -3.801 -0.062 0.070 -0.003
H -5.122 2.640 -1.522 -0.022 0.014 0.021
H -3.388 -0.443 0.825 -0.113 0.244 -0.051
H -5.233 0.873 2.800 0.126 0.101 -0.058
H -3.973 2.090 3.096 -0.004 -0.118 -0.164
H -1.872 -1.612 4.037 -0.072 -0.117 0.068
H 0.603 -1.610 3.984 0.039 -0.089 0.034
H 1.809 0.178 2.779 0.139 -0.004 -0.042
H 1.760 2.020 1.258 0.077 0.008 -0.049
H 0.790 3.206 2.133 0.045 0.093 -0.018
H 0.220 2.589 0.587 0.013 0.042 -0.085
H -1.898 2.033 1.809 -0.036 0.095 -0.045
H 0.038 -0.703 -2.489 0.103 -0.157 0.030
H 0.892 -2.252 -2.548 -0.053 0.064 -0.032
H 1.182 -0.167 -0.323 -0.020 0.084 0.050
H 2.327 -0.408 -1.646 0.059 0.069 -0.026
```
Positions in Å, forces in eV/Å.

Properties
ΔE to the lowest compared entry with this formula, charge and spin: 0.0 kcal per mole
charge: 0
orbital gap: 8.488 eV
SMILES: CCOCCCN(C)C1CCN(C(=O)c2oc3ccccc3c2NC(=O)COc2cccc(C)c2)CC1
highest occupied orbital energy: -0.299 hartree
maximum force: 0.0249 Eh/bohr

=====

Entry 4:
A cluster of 7 separate species, C29H37N6O in total at a distorted geometry. Source: the OMol25 dataset; level of theory: wB97M-V/def2-TZVPD.

The geometry in XYZ format:
```
73
Properties=species:S:1:pos:R:3:forces:R:3
N 0.342 -0.357 0.053 0.575 0.106 -0.152
H 0.067 -1.303 0.353 -0.117 0.226 -0.130
H 1.319 -0.374 -0.364 -0.544 0.018 0.344
H 0.358 0.304 0.862 -0.390 -0.501 -0.145
H -0.299 -0.069 -0.720 -0.014 0.135 0.264
C -3.778 -2.399 1.241 -0.430 -0.664 -0.009
C -3.560 -1.949 2.700 0.703 -0.076 -0.288
C -2.914 -0.574 2.541 0.073 0.438 0.380
O -2.498 -0.444 1.192 0.472 -0.099 -0.396
C -3.383 -1.202 0.384 -0.917 0.084 -0.055
H -4.799 -2.762 1.110 -0.063 0.327 -0.282
H -3.154 -3.249 0.962 0.177 0.037 0.300
H -2.842 -2.620 3.173 -0.153 -0.050 0.151
H -4.450 -1.902 3.323 -0.119 -0.101 -0.185
H -2.037 -0.462 3.180 0.067 0.056 -0.113
H -3.590 0.249 2.798 -0.182 -0.093 -0.061
H -2.937 -1.479 -0.571 0.509 -0.006 0.238
H -4.260 -0.606 0.098 -0.054 0.143 0.292
N 2.862 -0.346 -1.004 0.757 -0.319 -0.364
C 3.915 0.371 -0.586 -0.203 0.667 -0.888
C 5.192 0.222 -1.115 -0.471 -0.527 0.929
C 5.401 -0.849 -1.960 0.609 -0.051 -0.121
C 4.343 -1.636 -2.377 0.063 0.397 0.190
C 3.077 -1.309 -1.903 0.584 -0.581 0.016
H 3.673 1.204 0.064 0.104 -0.165 0.308
H 6.026 0.793 -0.733 -0.085 0.208 -0.106
H 6.423 -1.070 -2.242 -0.102 -0.084 -0.272
H 4.531 -2.477 -3.028 -0.261 -0.015 -0.064
H 2.254 -1.937 -2.226 -0.326 0.276 0.158
N -1.137 0.346 -2.218 -0.958 0.014 -0.168
C -1.845 1.474 -2.296 0.464 1.134 -0.145
C -2.562 1.915 -3.396 0.505 -0.661 -0.181
C -2.646 1.057 -4.491 -0.115 0.077 0.457
C -1.952 -0.145 -4.423 -0.373 0.214 0.147
C -1.241 -0.466 -3.267 0.030 -0.023 -0.817
H -1.774 2.226 -1.518 0.328 -0.528 0.536
H -2.887 2.944 -3.352 -0.586 -0.166 -0.267
H -3.283 1.278 -5.337 0.251 0.154 -0.173
H -1.992 -0.810 -5.275 0.092 -0.222 0.152
H -0.723 -1.418 -3.240 0.150 0.046 0.216
N 0.160 1.044 2.501 -0.242 1.612 1.405
C -0.517 2.216 2.350 0.895 -1.394 -1.111
C -0.745 3.123 3.350 0.298 0.521 -0.343
C -0.196 2.895 4.608 -0.727 0.285 -0.319
C 0.567 1.769 4.780 -0.359 -0.516 0.368
C 0.670 0.867 3.728 0.013 -0.756 -0.561
H -0.783 2.363 1.309 -0.449 0.399 0.157
H -1.228 4.045 3.056 -0.281 -0.022 0.412
H -0.464 3.545 5.430 0.373 0.121 0.025
H 0.945 1.534 5.766 0.227 -0.135 -0.126
H 1.126 -0.110 3.853 0.322 0.163 0.270
N 0.645 3.244 -0.847 -0.077 0.552 -0.294
C 0.329 4.552 -0.838 0.621 -0.611 -0.193
C 1.159 5.534 -1.369 -0.508 0.743 -0.042
C 2.294 5.201 -2.074 0.289 -0.969 0.694
C 2.627 3.848 -2.073 0.169 0.381 -0.341
C 1.799 2.928 -1.448 -0.295 0.191 -0.720
H -0.655 4.820 -0.476 0.049 -0.006 0.400
H 0.899 6.580 -1.259 -0.255 -0.060 -0.101
H 2.921 5.939 -2.551 -0.028 0.055 0.002
H 3.508 3.504 -2.600 -0.016 -0.087 0.011
H 2.011 1.885 -1.644 -0.074 -0.139 0.583
N -0.352 -3.190 0.379 0.335 -0.513 0.516
C -0.270 -4.242 -0.433 -0.176 -0.323 -0.293
C -0.003 -5.542 -0.026 -0.458 0.415 0.194
C 0.261 -5.768 1.314 -0.850 -0.302 -0.367
C 0.194 -4.690 2.185 0.696 0.132 0.016
C -0.113 -3.434 1.685 -0.081 -0.037 -0.601
H -0.485 -4.132 -1.491 -0.032 0.554 0.037
H -0.164 -6.318 -0.761 0.434 -0.218 0.132
H 0.326 -6.793 1.654 0.448 0.097 0.232
H 0.494 -4.815 3.217 -0.372 0.047 0.123
H -0.199 -2.569 2.331 0.060 -0.005 0.139
```
Positions in Å, forces in eV/Å.

Properties
ΔE to the lowest compared entry with this formula, charge and spin: 13.0 kcal per mole
charge: +1
orbital gap: 10.007 eV
highest occupied orbital energy: -0.430 hartree
maximum force: 0.0418 Eh/bohr